Density functional theory data (ωB97M-V/def2-TZVPD) for C51H41F6N9OP2RbS as an isolated structure.

Each line ends with the Mulliken charge.
Cartesian coordinates (Å):
Rb (1.01379, -0.35456, 0.23650)  1.31
C (4.45882, 6.07260, 1.03670)  -0.54
C (5.32892, 5.33173, 1.83317)  -0.69
C (4.96497, 4.07771, 2.31238)  0.17
C (3.72857, 3.58257, 1.94972)  -0.08
C (3.01213, 2.32413, 2.25164)  -0.16
N (3.51979, 1.43227, 3.08719)  -0.53
C (2.83211, 0.40289, 3.56104)  -0.14
C (3.46869, -0.63990, 4.39851)  0.24
C (4.77149, -0.88368, 4.77430)  0.17
C (5.01373, -1.97762, 5.59986)  -0.71
C (3.97390, -2.79786, 6.02485)  -0.62
C (2.66132, -2.55437, 5.63124)  0.03
C (2.42520, -1.46824, 4.81552)  -0.11
C (1.20999, -0.91913, 4.17211)  0.17
N (0.02551, -1.50605, 4.29439)  -0.47
C (-1.04136, -1.06995, 3.62984)  -0.49
N (-1.12150, -0.04852, 2.77035)  -0.16
C (-2.38343, 0.05497, 2.32425)  -0.22
N (-2.90012, 0.94834, 1.49104)  -0.34
C (-2.17623, 1.89426, 0.90229)  -0.04
N (-0.85633, 2.11138, 0.99060)  -0.23
C (-0.54458, 3.21086, 0.29060)  -0.55
N (0.61491, 3.86264, 0.26118)  -0.47
C (1.67632, 3.44899, 0.94465)  -0.07
N (1.84366, 2.28678, 1.59147)  -0.11
C (2.86553, 4.31236, 1.12568)  -0.25
C (3.21146, 5.57229, 0.67759)  0.00
C (-1.74941, 3.74416, -0.38132)  0.22
C (-1.97755, 4.81555, -1.22277)  0.32
C (-3.28256, 5.05094, -1.64285)  -0.74
C (-4.32830, 4.23367, -1.22111)  -0.78
C (-4.09544, 3.15366, -0.37606)  0.17
C (-2.79836, 2.91404, 0.03088)  0.05
C (-3.22086, -1.00385, 2.93268)  0.14
C (-4.54847, -1.36207, 2.79967)  0.33
C (-5.00212, -2.46986, 3.50775)  -0.80
C (-4.14114, -3.20338, 4.32144)  -0.76
C (-2.80599, -2.83784, 4.45818)  0.42
C (-2.35962, -1.72964, 3.76413)  -0.25
N (1.51194, 0.18527, 3.47584)  -0.31
H (4.76577, 7.05223, 0.68942)  0.37
H (6.30014, 5.74392, 2.07996)  0.36
H (5.62375, 3.49376, 2.94226)  0.56
H (5.57458, -0.25425, 4.41484)  0.53
H (6.02797, -2.20172, 5.90784)  0.36
H (4.19750, -3.65074, 6.65502)  0.37
H (1.84393, -3.18884, 5.94991)  0.54
H (2.52526, 6.14656, 0.06783)  0.55
H (-1.16401, 5.45446, -1.54293)  0.55
H (-3.49229, 5.88277, -2.30494)  0.41
H (-5.33661, 4.44863, -1.55548)  0.38
H (-4.90139, 2.51100, -0.04452)  0.55
H (-5.21232, -0.79943, 2.15470)  0.50
H (-6.03830, -2.77431, 3.41763)  0.37
H (-4.52457, -4.07117, 4.84491)  0.36
H (-2.12500, -3.40816, 5.07737)  0.56
F (3.37073, -0.98140, 0.10413)  -0.60
P (3.90854, -2.42836, 0.64193)  1.51
F (4.45412, -3.86556, 1.16804)  -0.44
F (2.76632, -3.19036, -0.22596)  -0.33
F (4.92631, -2.49772, -0.60561)  -0.37
F (5.02847, -1.67237, 1.53319)  -0.40
F (2.86137, -2.36881, 1.89504)  -0.41
C (-4.33662, -2.93187, -0.79244)  -1.70
C (-3.27032, -1.83985, -0.71723)  0.10
P (-1.48919, -2.36014, -0.52643)  0.97
C (-1.33068, -3.39964, -2.05523)  -0.36
C (-0.01399, -4.17372, -2.12197)  -1.13
C (-1.68450, -3.70786, 0.74581)  -0.44
C (-0.40602, -3.94452, 1.55446)  -0.92
H (-5.33366, -2.48474, -0.83656)  0.45
H (-4.30259, -3.57702, 0.08642)  0.24
H (-4.20846, -3.55411, -1.67854)  0.37
H (-3.48037, -1.17659, 0.12419)  -0.26
H (-3.29960, -1.21061, -1.61051)  0.25
H (-1.37428, -2.69954, -2.89108)  0.01
H (-2.17625, -4.08911, -2.13868)  0.34
H (0.84288, -3.51496, -1.96649)  -0.03
H (0.09771, -4.63264, -3.10630)  0.43
H (0.01521, -4.96135, -1.36456)  0.34
H (-1.99489, -4.63306, 0.25083)  0.61
H (-2.48018, -3.39087, 1.42791)  -0.10
H (0.44874, -4.17957, 0.91852)  0.30
H (-0.55608, -4.76842, 2.25745)  0.44
H (-0.14988, -3.05937, 2.13601)  -0.17
O (-1.75973, 0.78829, -2.12359)  -0.56
S (-0.43675, 1.22810, -2.61575)  0.97
C (-0.79121, 2.37840, -3.99095)  0.45
C (-2.11101, 2.50315, -4.38984)  -0.14
C (-2.42126, 3.25539, -5.51112)  -0.73
C (-1.40882, 3.88374, -6.22527)  -0.48
C (-0.09291, 3.79122, -5.79282)  -0.74
C (0.22008, 3.04433, -4.66652)  -0.55
C (0.11658, -0.03350, -3.80865)  0.21
C (-0.78896, -0.79961, -4.42032)  -0.66
C (-0.38552, -1.75212, -5.44815)  -0.38
C (0.89816, -1.94895, -5.76334)  -1.13
C (2.00651, -1.27823, -5.01148)  0.11
C (1.56040, -0.20330, -3.97699)  0.05
H (-2.86750, 1.99733, -3.80096)  0.38
H (-3.45118, 3.34992, -5.83287)  0.41
H (-1.64908, 4.45670, -7.11292)  0.37
H (0.68805, 4.30335, -6.34120)  0.42
H (1.24563, 2.97812, -4.32499)  0.39
H (-1.84300, -0.68118, -4.19209)  0.44
H (-1.17750, -2.27763, -5.97154)  0.39
H (1.18364, -2.64585, -6.54532)  0.35
H (2.82063, -0.96722, -5.68257)  0.38
H (2.11810, 0.73832, -3.98185)  0.14
N (2.49832, -2.11978, -3.89185)  -0.64
C (2.13175, -1.27710, -2.96233)  -0.61

Cartesian forces (eV/Å) of the 6 atoms listed first:
Rb -0.6707 0.4233 0.2465
C 0.0886 0.0273 0.0151
C -0.0109 0.0875 -0.0162
C -0.0346 -0.1352 0.0662
C -0.0536 0.3522 -0.2501
C -0.1277 -0.1150 0.1012

Its total energy is -115390.45399 eV. Its gap between HOMO and LUMO (alpha / beta) is 4.046 / 3.070 eV. The expectation value of S² is 0.8183. As for the multiplicity: 2. As for the charge: -2. Its strongest force on any atom is 1.4 eV/Å. Its HOMO energy (alpha / beta) is -0.94 / -0.94 eV.